<i>
Entry from OMol25: a 2-piece molecular cluster, C4H12 overall (ωB97M-V/def2-TZVPD).

Properties
- Gap between HOMO and LUMO: 0.4731 Ha
- Structure (SMILES): CC.CC
- Multiplicity: 1
- Total charge: 0
- LUMO: 0.04291 Ha

Each line ends with the Löwdin charge.
Atoms and positions in Å:
C1 -0.86542 0.62853 1.39142  -0.164
C2 -1.68742 1.92932 1.37608  -0.165
H1 -1.46336 -0.20847 1.01215  0.061
H2 -0.01419 0.66324 0.70519  0.039
H3 -0.49410 0.41640 2.39174  0.061
H4 -2.71273 1.74310 1.71124  0.062
H5 -1.69147 2.38823 0.39568  0.055
H6 -1.26362 2.65357 2.06448  0.055
C3 0.76534 -1.72849 -1.70097  -0.173
C4 1.81181 -0.82450 -1.08505  -0.183
H7 0.92276 -2.79282 -1.47998  0.065
H8 -0.24653 -1.49570 -1.35790  0.055
H9 0.76227 -1.70794 -2.78580  0.057
H10 1.47673 0.20616 -1.10329  0.050
H11 2.78218 -0.89256 -1.58143  0.061
H12 2.09442 -1.09147 -0.06389  0.064



<ii>
Entry from OMol25: a 2-piece molecular cluster, C4H12 overall (ωB97M-V/def2-TZVPD).

Properties
- Gap between HOMO and LUMO: 0.4657 Ha
- Structure (SMILES): CC.CC
- Multiplicity: 1
- Total charge: 0
- LUMO: 0.04096 Ha

Each line ends with the Löwdin charge.
Atoms and positions in Å:
C1 0.01521 -0.33091 -1.86512  -0.181
C2 0.31903 -1.76708 -2.24752  -0.168
H1 -0.98051 -0.04102 -2.20631  0.065
H2 0.14407 -0.05646 -0.81860  0.036
H3 0.68545 0.36271 -2.38655  0.065
H4 -0.22091 -2.45959 -1.60571  0.058
H5 -0.18178 -1.94054 -3.20395  0.064
H6 1.39079 -1.93494 -2.20928  0.063
C3 -0.57329 1.39574 1.56291  -0.177
C4 0.27968 0.59983 2.57938  -0.158
H7 -1.20295 0.84275 0.86300  0.048
H8 -1.26021 2.02409 2.12187  0.056
H9 0.10162 1.98192 0.93781  0.059
H10 1.16058 1.20739 2.77421  0.058
H11 0.63864 -0.36246 2.22286  0.055
H12 -0.31541 0.47857 3.48100  0.056



<iii>
Entry from OMol25: a 2-piece molecular cluster, C4H12 overall (ωB97M-V/def2-TZVPD).

Properties
- Gap between HOMO and LUMO: 0.4692 Ha
- Structure (SMILES): CC.CC
- Multiplicity: 1
- Total charge: 0
- LUMO: 0.04101 Ha

Each line ends with the Löwdin charge.
Atoms and positions in Å:
C1 -2.09399 1.30238 0.62924  -0.183
C2 -2.15507 -0.20454 0.45964  -0.172
H1 -2.16715 1.85579 -0.31618  0.064
H2 -2.87744 1.66948 1.29546  0.060
H3 -1.15652 1.68099 1.03678  0.052
H4 -3.18046 -0.56864 0.46576  0.059
H5 -1.62655 -0.70494 1.27544  0.064
H6 -1.74001 -0.47411 -0.50326  0.053
C3 2.10125 -0.89583 -1.23234  -0.167
C4 2.13199 -0.20844 0.14836  -0.165
H7 1.99318 -0.12151 -1.98651  0.061
H8 2.97238 -1.51931 -1.41254  0.055
H9 1.26841 -1.59148 -1.25214  0.053
H10 2.03247 -0.88423 0.99091  0.060
H11 1.26479 0.45874 0.15233  0.044
H12 2.94917 0.52045 0.19782  0.062



<iv>
Entry from OMol25: a 2-piece molecular cluster, C4H12 overall (ωB97M-V/def2-TZVPD).

Properties
- Gap between HOMO and LUMO: 0.4543 Ha
- Structure (SMILES): CC.CC
- Multiplicity: 1
- Total charge: 0
- LUMO: 0.04117 Ha

Each line ends with the Löwdin charge.
Atoms and positions in Å:
C1 -2.60145 1.48133 -0.85845  -0.160
C2 -1.64069 0.30925 -0.68654  -0.196
H1 -2.42471 1.90890 -1.83807  0.063
H2 -3.63987 1.16312 -0.75912  0.060
H3 -2.37091 2.12916 -0.01062  0.063
H4 -1.81000 -0.45992 0.05672  0.062
H5 -0.61747 0.70239 -0.66332  0.041
H6 -1.48390 -0.27474 -1.61435  0.066
C3 1.69658 -0.39461 0.36946  -0.180
C4 2.52691 -1.37223 1.19109  -0.185
H7 1.52229 -0.88359 -0.58338  0.065
H8 0.82639 -0.13063 0.96662  0.054
H9 2.19302 0.55259 0.16980  0.064
H10 2.02850 -2.32025 1.42905  0.061
H11 2.77787 -0.99602 2.18527  0.060
H12 3.40446 -1.76408 0.66363  0.062



Quick one: least stable of them? <iv>



<i>
Entry from OMol25: a 2-piece molecular cluster, C4H12 overall (ωB97M-V/def2-TZVPD).

Properties
- Gap between HOMO and LUMO: 0.4678 Ha
- Structure (SMILES): CC.CC
- Multiplicity: 1
- Total charge: 0
- LUMO: 0.04152 Ha

Each line ends with the Löwdin charge.
Atoms and positions in Å:
C1 0.30602 -2.16867 0.39930  -0.183
C2 1.18633 -1.72339 1.54090  -0.166
H1 0.28469 -1.42828 -0.40139  0.036
H2 0.52604 -3.12142 -0.08641  0.061
H3 -0.76921 -2.23217 0.60629  0.067
H4 2.24365 -1.91415 1.34929  0.063
H5 1.01143 -2.04361 2.56476  0.060
H6 1.08937 -0.63140 1.54889  0.054
C3 -0.65971 1.17311 -0.72477  -0.187
C4 -0.82818 2.63917 -1.13787  -0.171
H7 0.39888 0.97648 -0.57285  0.056
H8 -1.19315 0.89292 0.17901  0.063
H9 -1.06820 0.57713 -1.54238  0.065
H10 -1.87876 2.91125 -1.20643  0.061
H11 -0.31944 2.79321 -2.08803  0.061
H12 -0.32976 3.29983 -0.42830  0.059



<ii>
Entry from OMol25: a 2-piece molecular cluster, C4H12 overall (ωB97M-V/def2-TZVPD).

Properties
- Gap between HOMO and LUMO: 0.4696 Ha
- Structure (SMILES): CC.CC
- Multiplicity: 1
- Total charge: 0
- LUMO: 0.04210 Ha

Each line ends with the Löwdin charge.
Atoms and positions in Å:
C1 -0.85414 -0.48436 -2.31054  -0.172
C2 0.00970 0.77035 -2.16237  -0.165
H1 -1.45174 -0.64115 -1.41307  0.059
H2 -1.60046 -0.37723 -3.09327  0.055
H3 -0.25326 -1.33429 -2.60689  0.057
H4 0.75326 0.82214 -2.94859  0.060
H5 0.41310 0.81665 -1.14739  0.043
H6 -0.60686 1.67504 -2.19255  0.063
C3 0.57363 -0.90854 2.19946  -0.165
C4 0.35750 0.60660 2.23390  -0.164
H7 0.37057 -1.34280 1.22935  0.052
H8 1.50406 -1.24391 2.66589  0.063
H9 -0.11224 -1.39252 2.88380  0.051
H10 1.27796 1.17460 2.40089  0.063
H11 -0.39080 0.84489 2.98106  0.057
H12 0.00972 1.01451 1.28032  0.043



Quick one: least stable of them? <ii>



<i>
Entry from OMol25: a 2-piece molecular cluster, C4H12 overall (ωB97M-V/def2-TZVPD).

Properties
- Gap between HOMO and LUMO: 0.4532 Ha
- Structure (SMILES): CC.CC
- Multiplicity: 1
- Total charge: 0
- LUMO: 0.04146 Ha

Each line ends with the Löwdin charge.
Atoms and positions in Å:
C1 0.15684 -1.85181 -0.72182  -0.179
C2 0.51070 -2.46823 0.59026  -0.194
H1 0.33978 -0.86263 -0.49077  0.004
H2 0.81926 -2.05647 -1.61662  0.094
H3 -0.81125 -2.11066 -1.05298  0.053
H4 1.33915 -1.84095 1.13966  0.104
H5 0.99994 -3.42765 0.49371  0.041
H6 -0.33916 -2.79036 1.22926  0.073
C3 -0.91945 1.70035 0.26863  -0.179
C4 0.23479 2.63096 -0.15479  -0.162
H7 -0.57829 0.83322 0.88792  0.062
H8 -1.70267 2.28100 0.76640  0.056
H9 -1.48783 1.30141 -0.59698  0.065
H10 -0.03113 3.01687 -1.07964  0.030
H11 1.21873 2.08129 -0.03075  0.085
H12 0.33616 3.50730 0.45713  0.047



<ii>
Entry from OMol25: a 2-piece molecular cluster, C4H12 overall (ωB97M-V/def2-TZVPD).

Properties
- Gap between HOMO and LUMO: 0.4646 Ha
- Structure (SMILES): CC.CC
- Multiplicity: 1
- Total charge: 0
- LUMO: 0.04171 Ha

Each line ends with the Löwdin charge.
Atoms and positions in Å:
C1 1.86889 -0.95200 0.84714  -0.200
C2 1.41783 0.38234 1.37663  -0.173
H1 2.83795 -1.31781 1.18762  0.060
H2 1.12153 -1.72370 1.09098  0.067
H3 2.00611 -0.98249 -0.25534  0.070
H4 1.32244 0.38160 2.45552  0.064
H5 0.53925 0.79037 0.87868  0.041
H6 2.23046 1.07620 1.08691  0.073
C3 -1.19241 -0.29300 -1.24587  -0.159
C4 -2.20047 0.81766 -0.86099  -0.166
H7 -0.78409 -0.08004 -2.24941  0.070
H8 -0.29048 -0.21402 -0.64770  0.008
H9 -1.65961 -1.28051 -1.20715  0.069
H10 -2.69207 0.58247 0.06906  0.055
H11 -2.76961 0.99787 -1.78616  0.063
H12 -1.75573 1.81506 -0.73995  0.058



Quick one: least stable of them? <i>



<i>
Entry from OMol25: a 2-piece molecular cluster, C4H12 overall (ωB97M-V/def2-TZVPD).

Properties
- Gap between HOMO and LUMO: 0.4518 Ha
- Structure (SMILES): CC.CC
- Multiplicity: 1
- Total charge: 0
- LUMO: 0.04340 Ha

Each line ends with the Löwdin charge.
Atoms and positions in Å:
C1 -1.22793 0.75826 -0.87800  -0.189
C2 -1.69275 2.01336 -1.56698  -0.168
H1 -0.52025 0.09411 -1.37093  0.050
H2 -0.68770 0.87443 0.07455  0.050
H3 -2.07217 0.16271 -0.52641  0.063
H4 -1.31825 2.07301 -2.58758  0.065
H5 -1.16871 2.87330 -1.11819  0.063
H6 -2.71999 2.27320 -1.32725  0.064
C3 1.15838 -1.93824 1.62700  -0.171
C4 1.60950 -0.89293 0.63742  -0.187
H7 1.80428 -1.90432 2.51331  0.065
H8 0.14279 -1.82511 1.99392  0.061
H9 1.38682 -2.94053 1.25643  0.062
H10 2.69830 -0.78949 0.61582  0.065
H11 1.33675 0.08917 1.04956  0.059
H12 1.27092 -0.92093 -0.39267  0.048



<ii>
Entry from OMol25: a 2-piece molecular cluster, C4H12 overall (ωB97M-V/def2-TZVPD).

Properties
- Gap between HOMO and LUMO: 0.4547 Ha
- Structure (SMILES): CC.CC
- Multiplicity: 1
- Total charge: 0
- LUMO: 0.03689 Ha

Each line ends with the Löwdin charge.
Atoms and positions in Å:
C1 -2.06001 -2.15441 -1.36725  -0.154
C2 -2.13245 -0.54507 -1.61738  -0.148
H1 -2.91750 -2.66408 -0.91891  0.063
H2 -1.43489 -2.54393 -2.24142  0.085
H3 -1.29631 -2.33532 -0.75469  -0.025
H4 -3.20216 -0.16822 -1.24569  0.090
H5 -1.32575 -0.04068 -0.93703  0.074
H6 -1.97871 -0.34867 -2.64905  0.016
C3 2.21013 1.66653 0.73942  -0.145
C4 1.82275 1.09406 2.17387  -0.151
H7 3.05612 1.15512 0.48300  0.005
H8 1.57142 1.40267 -0.13728  0.066
H9 2.48554 2.73797 0.81313  0.070
H10 2.66030 0.95017 2.77993  0.020
H11 1.21929 1.76318 2.75797  0.038
H12 1.32224 0.03068 2.12138  0.097



<iii>
Entry from OMol25: a 2-piece molecular cluster, C4H12 overall (ωB97M-V/def2-TZVPD).

Properties
- Gap between HOMO and LUMO: 0.4508 Ha
- Structure (SMILES): CC.CC
- Multiplicity: 1
- Total charge: 0
- LUMO: 0.04018 Ha

Each line ends with the Löwdin charge.
Atoms and positions in Å:
C1 1.66899 0.20966 -0.40810  -0.154
C2 2.49330 1.05510 0.71316  -0.148
H1 1.52779 -0.83321 -0.08072  0.060
H2 0.70556 0.71313 -0.30975  0.009
H3 2.08836 0.32779 -1.44204  0.074
H4 2.78109 0.39973 1.50503  0.029
H5 1.97935 1.92457 1.09668  0.035
H6 3.45187 1.57011 0.22912  0.092
C3 -1.39043 -0.33555 -0.33076  -0.163
C4 -2.80326 -0.89771 0.07494  -0.136
H7 -0.84456 -0.04591 0.48018  0.005
H8 -0.76528 -1.12905 -0.81780  0.071
H9 -1.46389 0.33057 -1.22458  0.084
H10 -2.82690 -1.99615 0.12341  0.064
H11 -3.50253 -0.68262 -0.66486  0.030
H12 -3.09946 -0.61044 1.05612  0.047



<iv>
Entry from OMol25: a 2-piece molecular cluster, C4H12 overall (ωB97M-V/def2-TZVPD).

Properties
- Gap between HOMO and LUMO: 0.4705 Ha
- Structure (SMILES): CC.CC
- Multiplicity: 1
- Total charge: 0
- LUMO: 0.03956 Ha

Each line ends with the Löwdin charge.
Atoms and positions in Å:
C1 -2.37401 -1.11073 -0.84735  -0.200
C2 -1.96378 -1.23012 0.57145  -0.200
H1 -3.00166 -0.21186 -0.96858  0.069
H2 -2.89787 -1.96931 -1.30015  0.070
H3 -1.42530 -0.95283 -1.38737  0.065
H4 -1.26606 -0.41011 0.81101  0.058
H5 -1.43293 -2.18967 0.69001  0.070
H6 -2.80119 -1.20036 1.28871  0.069
C3 2.07266 0.94565 0.88597  -0.176
C4 2.21203 1.36972 -0.60204  -0.174
H7 2.40100 -0.09180 1.06624  0.063
H8 1.01281 1.03503 1.17810  0.048
H9 2.67093 1.61956 1.52199  0.061
H10 1.59802 0.72874 -1.25683  0.056
H11 3.27163 1.24675 -0.88265  0.059
H12 1.92376 2.42129 -0.76850  0.062



Quick one: least stable of them? <ii>